[1]
C6H8BrF3N2O | the ωB97M-V functional and the def2-TZVPD basis

Output
HOMO in eV: -8.10
Total charge: 0

Element x y z (Å)
Br -2.48 -2.02 -0.08
F 3.01 -2.62 -1.10
F 2.95 -1.67 0.85
F 1.57 -3.24 0.36
O -0.71 1.59 0.37
N -3.43 0.99 -0.65
N -3.59 1.69 0.27
C 0.31 -0.67 0.60
C -0.83 0.23 0.26
C 1.32 -0.97 -0.60
C -1.99 -0.25 -0.14
C 2.21 -2.17 -0.14
C 0.40 2.30 -0.15
H 1.21 2.06 0.46
H 0.73 1.89 -1.05
H -4.19 2.45 0.45
H -0.21 -1.48 1.06
H 1.93 -0.19 -0.70
H 0.93 -0.12 1.50
H 0.67 -1.24 -1.44
H 0.20 3.44 -0.12



[2]
C40H37GaN4OPS | the ωB97M-V functional and the def2-TZVPD basis

Output
Energy relative to the best compared isomer or geometry (same formula, charge and spin) in kcal per mole: 0.0
HOMO in eV: -9.64
Total charge: +1

Element x y z (Å)
Ga -0.39 -0.63 0.03
S -0.46 -1.00 3.22
P 1.09 2.03 -0.47
O -1.00 -1.27 1.82
N -2.34 -0.14 -0.58
N -0.87 -2.27 -0.92
N 1.39 -1.77 0.28
N 0.25 1.05 0.38
C 3.18 -3.67 1.17
C 1.11 -3.09 0.10
C -3.95 -3.12 -2.91
C -4.21 -1.00 -1.83
C 0.41 -5.74 -0.19
C 0.16 2.87 -1.79
C 2.32 0.11 -2.02
C -1.10 -3.58 3.71
C 4.89 1.10 -1.72
C 4.68 -0.04 -2.46
C 2.75 5.39 2.19
C -2.64 -3.24 -2.38
C -1.18 0.58 3.67
C 1.98 -4.09 0.55
C 3.39 -0.55 -2.62
C 3.82 1.77 -1.12
C 3.45 -2.33 1.31
C -1.65 4.38 -2.34
C -0.13 -3.39 -0.55
C 2.11 4.61 0.00
C 2.61 5.61 0.82
C -4.74 -2.04 -2.63
C -1.38 -2.16 4.22
C 1.74 3.38 0.55
C 0.33 2.59 -3.14
C -2.12 -2.29 -1.54
C -0.47 -4.72 -0.65
C -0.50 3.20 -4.09
C -4.89 0.21 -1.54
C 1.61 -5.45 0.39
C -0.83 3.77 -1.40
C -2.70 0.64 3.54
C 2.38 4.17 2.74
C -2.92 -1.13 -1.31
C 1.88 3.16 1.92
C 2.52 1.28 -1.28
C -4.29 1.19 -0.80
C 2.51 -1.40 0.85
C -2.98 0.98 -0.34
C -1.48 4.09 -3.69
H -2.44 1.73 0.22
H -0.96 4.00 -0.34
H -1.38 -3.68 2.66
H -1.70 -4.28 4.29
H -5.75 -1.96 -3.02
H -3.01 1.68 3.48
H 1.11 1.92 -3.47
H 1.32 -0.30 -2.14
H -3.03 0.14 2.63
H 1.59 2.20 2.33
H 3.22 -1.44 -3.20
H -2.40 5.09 -2.03
H -1.42 -5.02 -1.06
H -4.33 -3.90 -3.55
H -0.37 2.97 -5.14
H 2.66 -0.33 0.96
H 3.87 -4.41 1.54
H -2.03 -4.08 -2.69
H 2.00 4.79 -1.06
H -5.90 0.35 -1.92
H -2.12 4.56 -4.43
H 2.49 4.00 3.80
H -0.05 -3.85 3.82
H -2.43 -1.89 4.15
H -0.69 1.24 2.95
H 5.90 1.49 -1.59
H 0.11 -6.77 -0.31
H 4.37 -1.99 1.77
H 3.13 6.18 2.83
H 2.89 6.57 0.40
H -0.81 0.81 4.67
H -3.20 0.19 4.40
H -4.79 2.12 -0.59
H -1.02 -2.02 5.24
H 4.00 2.66 -0.54
H 5.52 -0.55 -2.93
H 2.28 -6.24 0.72



[3]
CH9NO4 | the ωB97M-V functional and the def2-TZVPD basis

Output
Structure (SMILES): NC=O.O.O.O
Energy relative to the best compared isomer or geometry (same formula, charge and spin) in kcal per mole: 32.6
HOMO in eV: -10.18
Total charge: 0

Element x y z (Å)
O 2.15 -0.33 1.99
O -0.42 1.94 -1.35
O -2.38 -0.76 -1.36
O -0.82 -1.45 0.97
N 1.64 0.09 -0.23
C 1.96 0.41 1.08
H -0.13 -1.16 1.59
H -1.88 -1.06 -0.56
H 1.83 1.57 1.20
H 2.39 -0.60 -0.36
H -0.97 1.18 -1.17
H 1.50 0.91 -0.93
H -0.87 2.60 -0.75
H -0.76 -2.42 1.01
H -3.23 -0.91 -1.13



[4]
C5H5NO | the ωB97M-V functional and the def2-TZVPD basis

Output
Structure (SMILES): CC1=NC=CC1=O
Energy relative to the best compared isomer or geometry (same formula, charge and spin) in kcal per mole: 54.0
HOMO in eV: -9.53
Total charge: 0

Element x y z (Å)
O -0.34 2.04 -0.12
N 0.20 -1.44 -0.08
C -0.48 0.83 0.17
C -1.69 0.01 0.03
C -1.25 -1.28 -0.01
C 2.29 -0.08 0.00
C 0.78 -0.31 0.11
H 2.76 0.33 0.96
H -2.70 0.54 0.13
H 2.41 0.88 -0.77
H 2.81 -0.98 -0.32
H -1.97 -2.15 -0.22



[5]
C38H54BBrClN7O6PReS3 | the ωB97M-V functional and the def2-TZVPD basis

Output
2S+1: 2
Expectation value of S²: 0.84
Energy relative to the best compared isomer or geometry (same formula, charge and spin) in kcal per mole: 44.1
HOMO (spin up / spin down) in eV: -10.13 / -10.02
Total charge: +1

Element x y z (Å)
Re 0.47 0.71 -0.04
Br -2.69 1.49 -6.01
Cl -1.09 6.50 4.54
S -4.14 -3.99 1.64
S 1.71 -1.11 -1.29
S 0.41 -1.78 1.56
P 2.70 1.94 -0.16
O -3.15 -4.98 1.98
O -6.23 -0.78 0.55
O -5.30 -0.01 -1.24
O -3.99 -3.23 0.43
O -0.61 2.42 0.37
O 0.91 1.01 2.16
N -0.04 -2.91 -2.41
N -3.67 -0.70 1.84
N 2.30 -3.73 1.36
N -5.27 -0.37 -0.08
N 0.84 -1.56 -3.88
N -1.85 0.16 0.92
N 0.80 -3.82 -0.22
C -2.02 0.14 -3.60
C -2.88 0.27 0.03
C -0.52 -3.26 -3.65
C 3.89 1.97 -1.60
C -0.13 3.10 2.62
C -5.76 -4.79 1.65
C 0.78 -1.86 -2.56
C 2.97 -3.40 2.61
C 5.25 1.79 1.24
C 2.42 3.75 0.23
C -1.33 -0.03 -2.41
C -0.81 2.18 -3.99
C -0.96 5.24 3.35
C -1.59 5.40 2.10
C 3.78 1.34 1.24
C -4.51 -1.39 2.83
C -0.38 0.90 -1.96
C 0.65 1.96 2.92
C 3.68 4.63 0.24
C 2.62 -4.80 0.56
C -2.36 -0.39 2.02
C 1.17 -3.14 0.88
C -1.76 1.25 -4.38
C 1.69 -4.84 -0.42
C -0.26 4.11 3.61
C -0.72 3.27 1.35
C 1.37 4.46 -0.64
C 0.02 -2.42 -4.57
C 4.56 0.64 -1.95
C -6.54 -4.52 0.37
C -4.15 -2.85 3.06
C 3.28 2.59 -2.86
C -1.49 4.44 1.14
C -4.00 -0.26 0.58
C -0.14 2.00 -2.79
C -1.71 -0.57 3.35
C 1.64 -0.52 -4.49
C 3.74 -0.19 1.35
B -0.50 -3.57 -1.06
H -3.14 -2.98 3.45
H 2.76 3.52 -2.66
H -2.79 0.75 -0.92
H -6.78 -3.46 0.26
H 4.16 4.64 -0.74
H 4.33 -0.50 2.22
H -4.39 -0.87 3.78
H 4.40 4.34 0.99
H 5.77 1.25 2.03
H -1.21 -4.08 -3.77
H 1.04 1.90 3.94
H -1.61 -1.62 3.60
H 0.54 3.82 -0.91
H 1.59 -5.53 -1.24
H 4.66 2.65 -1.23
H 4.15 -0.67 0.46
H 5.14 0.77 -2.86
H -2.15 6.31 1.90
H -1.96 4.56 0.17
H 2.72 -2.38 2.87
H -1.21 -2.80 -0.48
H 0.59 2.74 -2.51
H -6.29 -4.43 2.54
H -1.03 -4.62 -1.32
H 4.07 2.79 -3.58
H -7.47 -5.09 0.38
H 5.24 0.29 -1.17
H -5.96 -4.82 -0.50
H -2.31 -0.09 4.13
H -4.85 -3.28 3.78
H 3.30 1.76 2.13
H 2.64 -4.06 3.40
H -5.52 -5.84 1.78
H 1.82 4.86 -1.55
H 5.76 1.58 0.31
H 2.35 -0.96 -5.20
H 3.37 5.66 0.45
H -0.72 -0.14 3.34
H -5.53 -1.28 2.51
H 0.97 5.31 -0.09
H 0.99 0.19 -5.01
H 3.49 -5.42 0.74
H 5.37 2.85 1.46
H 2.73 -0.56 1.50
H 3.83 -0.14 -2.13
H 2.56 1.90 -3.31
H 2.19 0.00 -3.71
H -0.10 -2.37 -5.63
H 0.21 3.96 4.58
H -0.61 3.05 -4.61
H -1.54 -0.92 -1.82
H 4.05 -3.49 2.49
H -2.76 -0.59 -3.91
H 2.03 3.70 1.25



Number 4 is which compound?
C5H5NO